Entry 1:
11
Properties=species:S:1:pos:R:3:forces:R:3 method="wB97M-V/def2-TZVPD" lumo_ev=0.3047 mol_weight_g_mol=117.06 e_homo_ev=-8.3 smiles="O=c1o[nH]c(O)c1O" largest_force_ev_per_a=3.82 multiplicity=1 orbital_gap_ev=8.616
H -1.381 1.930 0.907 1.09 -1.61 -1.24
C 0.396 0.432 -1.318 0.73 -0.28 0.91
N -1.054 1.143 0.272 -1.10 1.35 0.09
H -0.443 -1.294 2.098 -0.99 0.88 -0.29
O 1.259 -1.557 -0.142 0.08 -0.19 -0.51
O 0.911 0.425 -2.420 -0.37 -0.12 1.33
C 0.383 -0.502 -0.185 -0.99 0.48 -0.69
C -0.659 -0.102 0.665 3.60 0.11 -1.27
H 1.904 -1.455 -0.894 -1.07 -0.02 0.94
O -1.070 -0.566 1.837 0.55 -1.22 0.64
O -0.247 1.546 -0.820 -1.53 0.62 0.08

***

Entry 2:
22
Properties=species:S:1:pos:R:3:forces:R:3 method="wB97M-V/def2-TZVPD" lumo_ev=3.8646 mol_weight_g_mol=116.18 e_homo_ev=-2.2 smiles=CN[C@@H](C[O-])C(C)C charge=-1 largest_force_ev_per_a=0.82 multiplicity=1 orbital_gap_ev=6.106
H 0.250 -1.979 -0.894 -0.23 -0.09 -0.20
N -0.113 -0.704 1.219 -0.19 -0.04 -0.50
C -2.069 0.795 -0.301 0.60 0.10 0.25
C -0.575 1.177 -0.309 0.00 -0.12 0.01
C -0.303 2.323 0.655 -0.08 0.42 0.30
H -2.429 0.755 0.733 -0.04 0.06 -0.08
H 0.609 2.852 0.384 0.14 0.03 -0.07
H 1.132 -1.607 2.676 0.01 0.06 -0.20
C 0.852 -1.732 1.616 0.03 0.02 0.68
H 1.757 -1.691 1.018 0.13 0.10 -0.18
H -0.303 -0.627 -1.985 -0.24 -0.42 0.07
H 0.473 -2.747 1.527 -0.19 -0.17 -0.13
C 0.505 -0.953 -1.273 0.60 0.53 -0.18
H -0.279 1.486 -1.316 -0.21 0.09 -0.07
C 0.332 -0.017 -0.027 0.16 -0.22 0.62
H -0.984 -1.167 0.974 0.09 -0.03 0.18
H -0.158 1.949 1.671 -0.09 -0.15 0.02
O 1.724 -0.862 -1.844 -0.13 -0.09 0.17
H -2.618 1.563 -0.842 -0.30 -0.12 -0.03
H -2.226 -0.192 -0.741 -0.09 0.14 -0.23
H -1.108 3.075 0.710 0.07 -0.21 -0.20
H 1.343 0.338 0.207 -0.05 0.11 -0.25

***

Entry 3:
14
Properties=species:S:1:pos:R:3:forces:R:3 method="wB97M-V/def2-TZVPD" lumo_ev=0.8520 mol_weight_g_mol=84.12 e_homo_ev=-9.2 smiles="C=CC=C.C=O" largest_force_ev_per_a=0.50 multiplicity=1 orbital_gap_ev=10.047
H 0.871 0.016 -1.458 -0.16 0.02 -0.03
H -0.351 -1.906 1.739 -0.02 0.06 -0.13
C -1.177 -0.571 0.326 0.08 -0.09 0.07
H 0.440 -1.918 0.065 -0.10 0.09 0.05
C -0.315 -1.506 0.730 -0.06 0.06 -0.04
H 0.549 1.618 1.004 0.12 -0.02 -0.07
H -0.229 0.755 -2.747 -0.03 -0.10 0.13
C -0.134 0.275 -1.777 -0.10 -0.02 0.09
C 1.548 1.159 1.119 0.23 0.00 -0.23
H -2.179 0.395 -1.355 0.12 -0.04 0.05
C -1.202 0.061 -1.007 0.11 0.03 -0.12
O 2.331 1.078 0.207 -0.30 0.05 0.40
H 1.792 0.779 2.129 0.00 -0.01 -0.06
H -1.945 -0.235 1.023 0.10 -0.05 -0.09

***

Entry 4:
49
Properties=species:S:1:pos:R:3:forces:R:3 method="wB97M-V/def2-TZVPD" lumo_ev=0.2671 mol_weight_g_mol=860.98 e_homo_ev=-6.0 charge=-1 largest_force_ev_per_a=1.53 multiplicity=1 orbital_gap_ev=6.269
C -2.855 0.637 -1.725 -0.01 0.01 -0.04
O -0.206 -1.841 -1.813 0.08 -0.10 -0.24
H 3.344 0.949 4.424 0.01 -0.01 -0.02
C 2.060 -0.638 5.119 -0.03 0.00 -0.14
H 1.687 3.894 -2.071 -0.04 -0.03 0.02
C -4.173 1.055 -1.817 0.04 -0.02 0.02
H -0.419 -1.936 3.184 0.04 -0.01 -0.01
H 2.322 1.057 -4.428 0.00 0.00 0.00
O 3.861 1.132 -2.003 0.10 -0.03 0.04
C 2.716 -0.758 6.510 0.05 0.21 0.12
S 2.458 1.606 -2.143 -0.01 -0.01 -0.10
H 2.236 3.292 -0.480 0.06 -0.02 0.00
F -2.249 -2.985 -1.285 0.15 0.05 -0.14
F -0.392 -3.696 1.797 0.03 -0.03 -0.04
H -6.022 0.716 -2.838 0.00 0.00 0.01
H 3.046 2.679 -4.196 0.00 0.00 0.00
C 2.507 0.306 4.190 0.08 0.01 0.10
C 2.251 1.999 -3.889 0.04 0.06 0.01
F -2.488 -3.937 0.828 -0.12 0.15 -0.05
H -2.786 -1.826 -4.070 0.01 0.02 -0.02
C 0.993 -1.450 4.754 -0.07 -0.01 0.08
H -4.538 1.842 -1.172 0.00 0.02 -0.02
O 1.907 -0.981 7.426 -0.02 -0.14 -0.07
F 0.868 -2.634 0.144 -0.02 -0.09 -0.29
C 2.442 3.308 -1.546 0.03 0.04 -0.02
S -0.657 -0.542 -2.270 0.22 0.13 -0.29
Au 0.161 -0.068 0.804 -0.12 0.14 -0.39
H -5.156 -1.088 -4.258 0.00 0.00 0.01
C -2.388 -0.381 -2.522 0.00 -0.04 -0.17
N 0.848 -0.401 2.653 0.14 -0.10 -0.09
H 3.441 3.704 -1.731 -0.02 0.03 -0.04
F -0.397 -4.632 -0.677 -0.12 0.06 -0.21
O -1.400 -1.362 0.748 0.22 -0.55 0.02
O -1.992 1.956 0.078 -0.02 -0.04 0.00
H 0.614 -2.170 5.466 -0.02 0.01 -0.01
C 1.878 0.410 2.980 -0.04 0.07 -0.02
C -1.811 1.145 -0.795 0.06 0.13 0.04
H 1.266 2.436 -4.055 -0.01 -0.01 0.01
C -4.493 -0.606 -3.551 -0.02 -0.01 0.00
O 3.042 2.298 2.093 0.01 -0.08 0.02
O 3.943 -0.580 6.501 -0.02 -0.02 -0.04
C -3.174 -1.021 -3.462 -0.03 0.02 0.08
C 2.247 1.417 1.928 0.04 0.02 -0.03
N -0.572 0.509 -1.013 -0.36 0.13 0.05
C -4.986 0.420 -2.741 -0.02 -0.01 -0.02
Te -0.984 -3.074 0.110 -0.07 -0.13 1.52
O 1.604 1.256 0.767 -0.18 0.03 0.23
C 0.408 -1.324 3.512 -0.08 -0.01 0.04
O -0.011 -0.092 -3.464 0.01 0.18 0.08

***

Entry 5:
14
Properties=species:S:1:pos:R:3:forces:R:3 method="wB97M-V/def2-TZVPD" lumo_ev=0.4540 mol_weight_g_mol=96.08 e_homo_ev=-10.1 smiles="CC(=O)O.O.O" largest_force_ev_per_a=1.25 multiplicity=1 orbital_gap_ev=10.530
O -1.887 0.624 1.031 0.54 1.04 -0.43
O 0.384 -0.333 2.557 0.80 0.25 0.04
H 1.046 0.233 0.811 0.14 0.05 0.28
H 1.008 0.600 -2.580 -0.28 -0.02 -0.35
H -0.318 0.325 2.515 -0.13 0.15 -0.09
H 1.168 0.120 2.916 -0.54 -0.24 0.07
H 0.314 -1.032 -2.877 0.06 -0.11 0.08
O 1.158 -1.602 -0.454 -0.12 -0.48 -0.06
C 0.336 -0.180 -2.209 0.44 0.57 0.05
C 0.884 -0.509 -0.860 0.19 -0.02 0.27
O 1.086 0.593 -0.095 -0.47 -0.17 -0.33
H -2.461 -0.116 1.192 -0.52 -0.39 -0.33
H -0.657 0.252 -2.102 -0.04 0.04 -0.05
H -2.062 1.024 0.155 -0.06 -0.65 0.86

***

Entry 6:
9
Properties=species:S:1:pos:R:3:forces:R:3 method="wB97M-V/def2-TZVPD" lumo_ev=-0.8817 mol_weight_g_mol=98.06 e_homo_ev=-9.1 smiles="C=C=C=O.O=C=O" largest_force_ev_per_a=3.47 multiplicity=1 orbital_gap_ev=8.222
C -2.217 -1.228 -0.572 -0.41 -0.28 1.22
O -1.891 -1.420 -1.658 0.30 0.09 -0.88
H 2.126 -0.450 1.522 -1.14 -0.43 -1.75
O -2.547 -1.103 0.535 0.13 0.21 -0.34
O 0.280 3.053 -0.394 1.05 -3.17 -0.19
C 1.441 -0.366 0.593 0.00 -1.06 0.77
C 0.707 1.929 -0.274 -0.89 3.34 0.35
C 1.233 0.833 0.116 -0.26 0.28 -0.17
H 0.869 -1.248 0.133 1.23 1.02 0.99

***

Entry 7:
13
Properties=species:S:1:pos:R:3:forces:R:3 method="wB97M-V/def2-TZVPD" lumo_ev=3.6735 mol_weight_g_mol=137.93 e_homo_ev=-4.5 charge=-1 largest_force_ev_per_a=6.44 multiplicity=1 orbital_gap_ev=8.160
C -0.478 -0.338 1.461 5.68 -0.13 -3.05
B -0.087 0.937 0.396 0.48 -0.27 2.34
O -0.090 2.221 1.081 0.98 0.16 -1.08
H 1.134 -0.501 -1.818 0.33 1.74 -0.31
H -1.294 -0.290 2.010 -4.40 0.07 2.05
O 0.342 0.628 -0.768 -0.28 1.06 -0.20
S 0.663 -2.020 -0.387 0.71 -0.96 -0.19
H 0.579 2.773 0.601 -1.11 -0.64 0.49
O 1.887 -1.663 0.350 -0.34 -0.08 -0.56
H 0.308 -0.708 2.201 -0.41 1.23 -0.82
N 1.078 -1.455 -2.097 2.99 -1.00 4.42
O -0.559 -1.472 0.553 -0.85 -0.67 -0.70
H 0.313 -1.533 -2.634 -3.77 -0.51 -2.39

***

Entry 8:
18
Properties=species:S:1:pos:R:3:forces:R:3 method="wB97M-V/def2-TZVPD" lumo_ev=0.5254 mol_weight_g_mol=125.19 e_homo_ev=-8.6 smiles=OCNCCS.O largest_force_ev_per_a=4.40 multiplicity=1 orbital_gap_ev=9.147
H 0.036 -0.170 0.796 0.25 -0.21 0.71
H -2.407 -0.002 0.297 -0.33 -1.42 -0.80
H 0.219 -1.248 2.576 0.05 0.03 0.00
H 2.377 1.901 -1.143 -0.01 0.13 0.31
S 2.250 1.434 0.114 -0.17 -1.38 -0.79
C 1.654 -0.351 -0.560 -0.77 3.84 -1.52
C -2.340 -0.681 -0.624 -0.32 2.54 0.97
H -0.722 -1.799 -1.356 -0.57 -0.46 -0.24
H -0.894 -1.321 3.627 1.10 1.19 -0.64
H -0.289 0.759 -0.559 1.46 -0.42 0.00
H 2.029 -0.187 -1.636 -0.71 -1.30 1.75
O -0.237 -0.689 3.215 -1.17 -1.28 0.70
N -1.018 -1.069 -0.741 3.35 -2.84 0.25
C 0.144 -0.243 -0.272 -3.06 2.30 -0.23
O -2.604 0.302 -1.656 -0.55 -0.90 -0.95
H -2.317 -0.191 -2.453 -0.36 0.82 0.30
H -3.114 -1.505 -0.638 1.09 0.73 0.07
H 2.180 -0.953 0.121 0.72 -1.38 0.09

***

Entry 9:
54
Properties=species:S:1:pos:R:3:forces:R:3 method="wB97M-V/def2-TZVPD" lumo_ev="4.5780 / 4.5628" mol_weight_g_mol=456.87 e_homo_ev="0.4 / 0.4" charge=-2 largest_force_ev_per_a=9.67 multiplicity=4 orbital_gap_ev="4.183 / 4.164"
H 1.640 -0.427 4.605 -0.59 -0.13 0.08
C -1.510 -1.786 4.220 0.41 0.11 0.28
H -0.198 2.086 -2.323 0.05 -0.11 0.08
C 0.115 2.428 1.285 0.97 -0.33 -0.07
C -1.127 4.247 0.076 -0.13 0.18 0.04
C -0.926 -0.355 0.722 0.35 0.44 -2.17
H -0.117 -3.791 0.582 0.15 0.13 0.36
C 0.288 0.676 -3.986 -0.87 -0.50 0.57
C 1.234 1.571 1.330 0.76 0.67 -0.50
C -0.466 1.219 -2.910 -0.46 -0.66 -0.86
C -1.631 0.422 -2.742 0.34 -0.04 -0.69
H -1.394 3.340 2.444 -0.09 0.08 0.10
H -1.823 1.729 1.902 0.05 -0.01 0.09
C 2.342 1.751 0.465 -0.63 0.18 -0.02
H -2.265 -2.336 4.797 0.28 0.17 -0.41
C -1.714 -1.429 2.875 0.33 0.38 0.52
H -2.310 -1.453 -3.790 0.13 0.29 -0.03
C 0.669 -0.706 4.169 -0.25 -0.07 0.01
H 1.252 1.033 -4.295 0.30 0.00 -0.19
V 1.176 -2.341 -1.439 0.27 9.65 -0.47
C 1.303 -4.071 -2.449 0.98 -1.27 -0.57
Cl 3.111 -0.707 -2.008 -0.43 -1.14 0.39
C -0.790 -0.617 2.202 0.89 -0.74 0.60
H -0.697 1.948 3.251 0.15 -0.06 -0.06
H -0.108 -1.654 5.914 -0.24 -0.17 -0.37
H 3.181 2.898 -1.153 -0.45 -0.02 0.18
C 1.189 3.590 -0.558 0.34 -0.08 0.12
O 0.193 -0.298 0.074 -1.34 -1.57 0.50
H 2.337 0.337 2.529 -0.50 0.17 -0.19
C 0.182 -3.778 -0.446 -0.34 -2.34 -0.15
C -0.996 2.339 2.281 -0.50 0.25 -0.05
C 0.089 3.402 0.286 0.52 -0.15 -0.34
N 1.377 0.598 2.316 0.21 -0.54 0.75
H -0.464 -3.305 -3.670 0.68 -0.10 0.40
O -2.071 -0.187 0.249 0.63 -0.40 1.01
C -0.696 -3.478 -1.525 -0.56 -0.66 1.14
H 1.152 4.408 -1.275 -0.03 -0.22 -0.07
C -0.305 -1.425 4.862 -0.06 0.03 -0.33
H -1.757 -3.259 -1.428 0.49 0.53 0.01
C 2.326 2.774 -0.481 -0.33 -0.13 0.55
H -1.362 4.832 0.969 -0.11 0.07 0.01
H 2.351 -4.256 -0.441 0.52 -0.62 0.08
C 0.414 -0.255 2.868 -0.24 0.22 -0.27
C -0.391 -0.492 -4.453 0.05 0.63 0.06
H -2.603 -1.755 2.331 0.23 0.21 0.13
H 2.098 -3.986 -3.190 -0.07 -0.52 0.30
H -0.938 4.939 -0.740 -0.12 0.09 -0.10
H 3.158 1.020 0.479 -0.35 0.29 0.01
H -2.316 0.504 -1.908 -0.01 -0.01 -0.25
C -1.610 -0.611 -3.730 0.43 0.17 0.76
H -0.033 -1.167 -5.228 -0.07 0.11 -0.02
C -0.001 -3.602 -2.721 -0.72 -0.54 -1.07
H -2.009 3.647 -0.176 0.17 0.01 0.04
C 1.452 -4.208 -1.017 -1.20 -1.93 0.08

***

Let's list DFT total energy in order: -12837.08867 -9985.88007 -7359.89915 -84454.73505 -10394.19071 -10320.62380 -22311.43677 -19707.43188 -70108.72740 eV.